DFT (ωB97M-V/def2-TZVPD) results for one molecule with the formula C4H7N3.

Cartesian coordinates (Å):
C: 0.7855 -1.9740 0.4815
C: -0.0030 -0.8996 0.2303
C: -0.8124 -0.0926 1.3765
C: -0.0857 0.0486 -0.8851
H: 1.6868 -2.3093 -0.2303
H: 1.0101 -2.4439 1.5119
H: -0.3292 -0.2518 2.4340
H: -2.0200 0.3784 1.3534
H: 0.8514 1.1466 1.3561
H: -0.3315 2.3315 -1.0758
H: 0.3599 0.8710 -2.4787
N: -0.2457 1.2977 1.0066
N: -0.1873 1.4094 -0.4133
N: 0.3566 -0.1667 -2.0347

## Properties
* ΔE to the lowest compared entry with this formula, charge and spin: 515.2 kJ/mol
* electronic energy: -8726.339 eV
* orbital gap: 9.0837 eV
* HOMO energy: -8.54 eV
* F_max: 4.42 eV/Å

natural (NBO) atomic charge list, values in e, 8 entries:
1. C -0.348
2. C -0.096
3. C -0.276
4. C 0.351
5. H 0.227
6. H 0.219
7. H 0.222
8. H 0.247



DFT (ωB97M-V/def2-TZVPD) results for one molecule with the formula C19H28N2O3S2.

Cartesian coordinates (Å):
C: 5.9727 -2.0062 4.1936
C: 4.5944 -1.9931 3.6094
C: 4.2261 -2.9183 2.6407
C: 2.9480 -2.9460 2.0948
C: 2.0328 -2.0069 2.5547
C: 2.3751 -1.0775 3.5194
C: 3.6525 -1.0670 4.0464
H: 3.9205 -0.3419 4.7998
H: 1.6225 -0.3759 3.8434
S: 0.3638 -1.9625 1.9183
O: -0.2432 -3.2606 1.9765
O: -0.3370 -0.8779 2.5537
N: 0.6584 -1.6290 0.2862
C: 1.0783 -0.2660 0.0438
H: 1.6312 -0.2484 -0.9024
C: -0.1125 0.7022 -0.0230
N: -1.0654 0.2149 -0.9932
C: -1.3407 0.7401 -2.2049
O: -2.0503 0.1662 -3.0146
C: -0.7440 2.0903 -2.5536
H: -1.0593 2.3377 -3.5673
H: 0.3453 2.0553 -2.5230
S: -1.1932 3.4740 -1.4489
C: -2.9616 3.7952 -1.7873
C: -3.8927 2.6136 -1.4730
C: -4.5398 2.2442 -2.8083
H: -3.9087 1.5344 -3.3444
H: -5.5233 1.7964 -2.6761
C: -4.5957 3.5734 -3.5570
H: -5.4059 4.1900 -3.1628
H: -4.7461 3.4472 -4.6279
C: -3.2469 4.2135 -3.2338
H: -3.2523 5.2971 -3.3459
H: -2.4865 3.8138 -3.9059
H: -4.6534 2.9330 -0.7585
H: -3.3567 1.7751 -1.0315
H: -3.1485 4.6245 -1.1014
C: -1.5504 -1.1134 -0.6685
C: -0.3693 -2.0851 -0.6291
H: 0.0756 -2.1759 -1.6257
H: -0.6918 -3.0660 -0.2811
H: -2.0291 -1.0854 0.3155
H: -2.2725 -1.4092 -1.4310
H: -0.5970 0.7211 0.9587
H: 0.2246 1.7066 -0.2686
H: 1.7504 0.0214 0.8539
C: 2.5744 -3.9403 1.0468
H: 1.6120 -4.3853 1.2865
H: 3.3294 -4.7181 0.9647
H: 2.4712 -3.4420 0.0840
H: 4.9541 -3.6412 2.3004
H: 5.9701 -2.5643 5.1299
H: 6.3110 -0.9956 4.4091
H: 6.6793 -2.4818 3.5187

## Properties
* ΔE to the lowest compared entry with this formula, charge and spin: 14.1 kJ/mol
* electronic energy: -50951.113 eV
* orbital gap: 9.1136 eV
* HOMO energy: -8.56 eV
* F_max: 1.19 eV/Å

natural (NBO) atomic charge list, values in e, 8 entries:
1. C -0.635
2. C 0.036
3. C -0.246
4. C 0.139
5. C -0.399
6. C -0.158
7. C -0.239
8. H 0.216



DFT (ωB97M-V/def2-TZVPD) results for a 3-piece molecular cluster, C26H53BBr2N6O8S overall.

Cartesian coordinates (Å):
C: -2.5867 -5.9144 -2.1689
C: -2.6571 -5.4770 -3.4212
N: -3.0875 -4.9869 -4.7129
C: -3.1948 -3.5233 -4.8920
C: -4.5653 -2.8381 -4.3651
C: -4.9179 -3.1907 -2.7993
N: -5.8597 -4.0487 -2.4211
N: -3.0455 -3.3751 -6.4171
C: -3.7504 -2.3932 -6.8914
S: -4.5749 -0.9745 -7.2807
C: -1.9059 -2.6511 -4.3510
O: -1.8485 -2.5000 -2.9274
C: -0.9346 -1.5569 -2.3971
O: -0.5879 -0.4130 -3.1995
C: -1.6867 -0.9273 -1.0714
O: -3.0086 -0.4927 -1.5789
C: -3.4639 0.6811 -0.8291
C: -5.0918 0.8193 -1.0129
O: -5.6177 -0.5408 -0.8262
C: -5.8610 -0.8231 0.5827
C: -4.9263 -2.0460 1.1380
O: -5.7534 -2.9569 1.9099
C: -5.6732 -4.3243 1.4166
C: -4.5306 -5.1416 2.2511
C: 0.4297 -2.2506 -1.7796
Br: 0.1185 -4.0400 -0.9764
C: 1.2330 -1.2996 -0.7532
C: 0.9784 -1.6381 0.8240
Br: 3.1988 -1.7058 -1.0545
B: -0.5156 -3.2093 -5.0729
N: 0.2329 -2.2860 -6.0274
O: 0.0200 -4.5452 -4.8907
H: -2.3220 -6.3020 -1.1090
H: -3.8990 -5.4775 -5.1190
H: -5.5159 -3.1990 -4.9443
H: -4.5289 -1.6710 -4.3628
H: -4.2509 -2.6700 -1.9971
H: -6.2770 -4.4055 -3.3135
H: -2.0837 -1.6138 -4.8635
H: 0.0682 0.1790 -2.7653
H: -1.1762 0.0307 -0.6877
H: -1.8990 -1.7199 -0.2657
H: -3.2015 0.5961 0.2909
H: -3.0094 1.6649 -1.2274
H: -5.5571 1.5767 -0.2845
H: -5.2447 1.1789 -2.1074
H: -5.6802 0.0736 1.2824
H: -6.9550 -1.2253 0.6440
H: -4.1568 -1.5657 1.8728
H: -4.3035 -2.5402 0.3063
H: -5.5118 -4.4093 0.2726
H: -6.6764 -4.8395 1.6465
H: -4.2551 -6.1123 1.6743
H: -5.0113 -5.4710 3.2429
H: -3.6129 -4.4730 2.4444
H: 1.1214 -2.4020 -2.7090
H: 1.1292 -0.1717 -0.9366
H: -0.1218 -1.9588 1.0380
H: 1.0916 -0.6134 1.3768
H: 1.7505 -2.3577 1.2735
H: 1.2420 -2.2598 -5.8075
H: 0.0632 -2.6532 -6.9902
H: 0.3267 -4.6932 -3.9634
C: 5.3072 2.4315 3.7725
C: 3.8807 2.3754 4.3128
C: 3.1256 1.0880 3.9217
O: 2.6561 1.0694 2.5749
C: 3.6294 0.6787 1.6171
N: 3.1574 3.5780 3.8775
H: 5.3445 2.6552 2.7044
H: 5.8754 3.2168 4.2802
H: 5.8278 1.4842 3.9424
H: 3.9497 2.3951 5.4065
H: 2.2268 1.0228 4.5451
H: 3.7179 0.1906 4.1388
H: 4.3160 -0.0753 2.0125
H: 4.1813 1.5530 1.2671
H: 3.1068 0.2528 0.7591
H: 2.2378 3.5821 4.3158
H: 2.9494 3.4627 2.8839
C: 6.5770 8.5058 3.8717
C: 5.4296 7.7847 3.1698
C: 5.3338 6.2868 3.5277
O: 6.2996 5.4646 2.8744
C: 7.5710 5.4392 3.5037
N: 5.5558 7.9861 1.7198
H: 7.5506 8.2715 3.4357
H: 6.4479 9.5900 3.7947
H: 6.6079 8.2511 4.9352
H: 4.4996 8.2605 3.5013
H: 4.3601 5.9208 3.1856
H: 5.3592 6.1280 4.6128
H: 7.4920 5.5059 4.5927
H: 8.1973 6.2446 3.1157
H: 8.0545 4.4934 3.2500
H: 4.7396 7.5835 1.2624
H: 6.3261 7.3969 1.3985

## Properties
* electronic energy: -204727.823 eV
* orbital gap: 8.1086 eV
* HOMO energy: -8.67 eV
* F_max: 6.66 eV/Å

Mulliken atomic charge list, values in e, 8 entries:
1. C -0.565
2. C 0.114
3. N -0.186
4. C 1.277
5. C -1.094
6. C 0.221
7. N -0.671
8. N -0.808



DFT (ωB97M-V/def2-TZVPD) results for a 3-piece molecular cluster, C18H48FN6O4P3S overall.

Cartesian coordinates (Å):
C: 5.1609 1.4245 -2.5681
C: 3.6998 1.2032 -2.2893
O: 3.2941 0.5766 -1.3567
O: 2.8156 1.8066 -3.1571
C: 2.1697 2.9115 -2.4975
P: 0.6602 3.4226 -3.4073
S: 0.1448 5.1913 -2.4056
C: -0.6171 2.1899 -2.9336
C: -0.9492 2.0905 -1.4151
C: -0.7887 0.6790 -0.8594
F: 0.5008 0.5224 -0.3768
H: 5.5577 2.1381 -1.8447
H: 5.6984 0.4889 -2.4357
H: 5.3400 1.8275 -3.5618
H: 1.9512 2.6899 -1.4474
H: 2.8383 3.7784 -2.5262
H: 0.5407 4.9062 -1.1475
H: -1.5296 2.4275 -3.4794
H: -0.2717 1.2159 -3.2927
H: -0.2329 2.7022 -0.8630
H: -1.9693 2.4272 -1.2385
H: -1.4678 0.5150 -0.0201
H: -0.9602 -0.0604 -1.6438
O: -2.1969 -3.7722 -4.0001
P: -2.3497 -4.4757 -2.7104
N: -2.5476 -3.2313 -1.5692
C: -2.3053 -3.3257 -0.1468
C: -3.5831 -2.2516 -1.8584
N: -0.8221 -5.2676 -2.5097
C: 0.1707 -4.7388 -1.5844
C: -0.1912 -5.5796 -3.7909
N: -3.2457 -5.7130 -2.0546
C: -4.6984 -5.5834 -2.1340
C: -2.7681 -6.7957 -1.2125
H: -3.1414 -3.7854 0.4038
H: -2.1599 -2.3205 0.2569
H: -1.4006 -3.8640 0.1046
H: -4.5830 -2.6148 -1.5810
H: -3.5996 -1.9951 -2.9170
H: -3.3975 -1.3243 -1.3107
H: 0.3606 -3.6660 -1.7161
H: 1.1118 -5.2715 -1.7297
H: -0.1074 -4.9261 -0.5480
H: 0.3172 -4.7155 -4.2321
H: -0.9253 -5.9349 -4.5111
H: 0.5409 -6.3767 -3.6392
H: -5.1291 -5.2066 -1.1990
H: -5.1618 -6.5443 -2.3643
H: -4.9790 -4.8953 -2.9339
H: -2.5162 -6.4506 -0.2044
H: -1.9040 -7.2923 -1.6411
H: -3.5578 -7.5436 -1.1185
O: 1.2797 3.9520 1.3760
P: 1.0566 3.2638 2.6685
N: 0.9641 4.5199 3.8088
C: 1.1950 4.3811 5.2303
C: 0.0265 5.5911 3.5057
N: 2.4993 2.3253 2.8774
C: 3.5403 2.7321 3.8082
C: 3.0809 1.9726 1.5863
N: 0.0419 2.1127 3.3069
C: -1.3908 2.3779 3.2144
C: 0.4081 0.9838 4.1440
H: 0.3276 3.9824 5.7791
H: 1.4194 5.3661 5.6457
H: 2.0519 3.7591 5.4510
H: -1.0091 5.3287 3.7644
H: 0.0627 5.8349 2.4450
H: 0.2947 6.4939 4.0583
H: 3.8422 3.7814 3.6925
H: 4.4195 2.1051 3.6515
H: 3.2457 2.5592 4.8430
H: 3.6710 2.7890 1.1511
H: 2.3033 1.7063 0.8747
H: 3.7278 1.1002 1.7001
H: -1.7951 2.7872 4.1476
H: -1.9397 1.4657 2.9721
H: -1.5976 3.0952 2.4170
H: 0.6818 1.2965 5.1569
H: 1.2255 0.4120 3.7175
H: -0.4490 0.3124 4.2249

## Properties
* electronic energy: -77994.836 eV
* orbital gap: 8.9458 eV
* HOMO energy: -8.42 eV
* F_max: 4.45 eV/Å

Mulliken atomic charge list, values in e, 8 entries:
1. C -1.116
2. C 0.759
3. O -0.456
4. O -0.368
5. C 0.304
6. P -0.070
7. S -0.307
8. C -0.868